{
  "formula": "C3H33NO17",
  "method": "ωB97M-V with the def2-TZVPD basis set",
  "gap_ev": 9.81,
  "e_above_lowest_kcal_mol": 9.6,
  "e_lumo_ev": -0.25,
  "energy_ha": -1467.95378,
  "elements": ["H", "H", "H", "O", "O", "H", "H", "H", "O", "H", "H", "H", "H", "H", "O", "H", "H", "O", "H", "H", "H", "H", "H", "H", "H", "O", "H", "N", "H", "H", "H", "O", "O", "H", "O", "C", "C", "H", "H", "H", "C", "H", "O", "O", "O", "H", "O", "H", "O", "O", "O", "H", "H", "O"],
  "xyz": [[1.238, -3.311, -0.124], [1.805, -3.965, 1.090], [-3.640, 0.270, 1.217], [-1.856, -0.655, -3.923], [2.050, -3.293, 0.445], [1.486, 3.146, 0.634], [-0.776, -2.406, -0.654], [2.717, -1.637, -0.225], [0.811, 0.762, 1.364], [4.036, -1.921, -0.921], [1.756, -1.935, -3.834], [3.887, -1.404, 2.403], [-1.778, 2.576, -1.149], [3.764, -0.304, 3.446], [3.765, -1.262, 3.354], [-0.977, 0.390, -0.102], [-2.810, -1.027, -1.613], [3.450, -1.189, -0.676], [2.468, 0.487, -0.161], [-2.101, -1.140, 1.483], [2.954, -1.254, -3.259], [-2.228, 0.071, -4.432], [-2.191, -2.193, -2.219], [-1.165, -1.089, -4.432], [0.097, 0.100, 1.521], [0.457, -0.297, 3.953], [0.652, -0.944, 3.273], [0.683, 2.798, 0.142], [1.232, -0.186, 4.508], [-0.764, 3.287, -2.476], [-3.022, 2.004, 2.162], [-0.201, -3.117, -0.983], [0.743, -0.671, -2.664], [-1.069, -1.907, 1.877], [2.669, -1.721, -4.053], [0.033, 3.793, -0.622], [0.728, 1.374, 0.107], [-0.967, 2.405, 3.417], [-0.885, 0.885, 3.385], [0.085, -2.697, -1.809], [-1.135, 3.431, -1.469], [1.595, -0.240, -2.565], [1.897, 1.130, -0.636], [0.544, 4.882, -0.435], [-2.747, -1.976, -1.456], [0.169, -0.159, -2.057], [-3.105, 2.397, 1.259], [-3.810, -0.225, 2.629], [-1.115, -1.077, 1.297], [-3.694, -0.554, 1.723], [-0.304, 0.803, -0.672], [-2.286, 2.737, 0.891], [-1.680, 4.407, -1.631], [-1.462, 1.621, 3.670]],
  "atomic_forces_ev_per_a": [[0.30, 0.29, 0.01], [0.44, 0.02, 0.25], [-0.09, 0.12, -0.25], [-0.32, -0.18, 0.39], [-0.70, -0.32, -0.04], [0.14, 0.41, -0.04], [-0.24, -0.30, 0.42], [0.13, -0.32, 0.01], [0.16, 0.84, -0.36], [-0.16, 0.25, 0.15], [0.06, 0.07, -0.14], [-0.05, -0.03, 0.21], [0.71, 0.95, -0.28], [0.09, 0.00, -0.02], [-0.12, 0.07, -0.27], [0.32, 0.16, -0.14], [-0.38, 0.10, 0.11], [0.15, -0.05, -0.13], [-0.40, 0.30, -0.55], [-0.12, 1.66, -0.88], [0.33, -0.21, -0.10], [0.22, -0.16, -0.24], [-0.31, -0.35, 0.00], [0.05, 0.42, -0.14], [0.26, 0.44, -0.47], [-0.55, -0.12, 0.05], [0.61, -0.13, 0.19], [-1.88, -0.19, 0.47], [0.15, -0.20, -0.16], [0.22, -0.67, -0.23], [1.02, 0.97, -0.88], [-0.09, 0.48, -0.47], [-0.80, -0.06, 0.22], [1.42, 1.15, -1.16], [0.29, -0.21, -0.06], [2.15, -0.97, 2.28], [0.67, -1.14, -1.34], [0.04, 0.08, 0.04], [-0.07, 0.37, 0.57], [0.40, -0.16, -0.08], [-1.08, 1.62, -0.61], [0.00, 0.21, 0.21], [0.65, -0.77, 0.93], [-1.22, 0.43, -1.15], [0.46, 0.41, -0.15], [0.36, -0.23, -0.35], [-1.12, -0.85, 0.28], [-0.02, -0.30, -0.12], [-1.38, -3.03, 2.09], [-0.08, 0.21, 0.41], [-0.76, 0.40, 0.69], [0.32, -0.14, 0.72], [0.08, -1.12, 0.60], [-0.25, -0.20, -0.51]]
}